A single C22H30N4O2 molecule. Source: the OMol25 dataset; level of theory: ωB97M-V/def2-TZVPD.

Structure (XYZ):
```
58
Properties=species:S:1:pos:R:3:lowdin_charge:R:1
C -0.438 -0.930 1.686 -0.097
C -1.663 -0.363 2.392 -0.233
C -2.154 0.936 1.752 -0.214
N -2.454 0.792 0.338 -0.197
C -3.518 -0.139 0.009 -0.204
C -4.888 0.139 0.648 -0.244
C -5.953 -0.787 0.076 -0.111
C -2.534 2.047 -0.395 -0.166
C -1.712 1.925 -1.686 -0.145
N -0.396 1.441 -1.352 0.066
C 0.743 2.110 -1.626 -0.453
O 0.784 3.127 -2.294 0.061
C 1.951 1.519 -0.982 -0.061
C 2.881 2.389 -0.503 0.002
N 3.971 2.013 0.213 -0.046
C 4.888 3.037 0.666 -0.012
C 4.246 0.695 0.558 -0.350
O 5.221 0.420 1.252 0.029
C 3.298 -0.238 0.013 -0.055
C 2.189 0.133 -0.760 -0.048
C 1.566 -1.085 -1.179 -0.108
C 0.498 -1.409 -2.019 -0.029
C 0.179 -2.734 -2.207 -0.089
C 0.904 -3.754 -1.584 -0.085
C 1.983 -3.470 -0.777 -0.010
C 2.318 -2.132 -0.586 -0.168
N 3.352 -1.603 0.128 -0.025
C 4.336 -2.369 0.842 -0.006
H -0.080 -1.820 2.199 0.076
H -0.677 -1.203 0.661 0.056
H 0.368 -0.198 1.672 0.075
H -1.416 -0.146 3.434 0.109
H -2.461 -1.107 2.395 0.098
H -3.014 1.319 2.328 0.116
H -1.351 1.675 1.834 0.119
H -3.192 -1.144 0.291 0.116
H -3.626 -0.129 -1.078 0.119
H -4.826 -0.007 1.728 0.101
H -5.173 1.178 0.467 0.104
H -5.686 -1.827 0.249 0.073
H -6.916 -0.598 0.546 0.069
H -6.059 -0.635 -0.996 0.072
H -2.108 2.850 0.211 0.123
H -3.565 2.328 -0.643 0.116
H -1.605 2.891 -2.183 0.122
H -2.195 1.221 -2.374 0.115
H -0.398 0.696 -0.671 0.105
H 2.765 3.449 -0.672 0.141
H 5.679 2.543 1.230 0.086
H 5.319 3.563 -0.186 0.100
H 4.374 3.752 1.310 0.099
H -0.054 -0.637 -2.530 0.105
H -0.643 -2.998 -2.855 0.099
H 0.620 -4.782 -1.752 0.101
H 2.556 -4.258 -0.315 0.106
H 3.857 -2.964 1.623 0.098
H 5.049 -1.683 1.294 0.078
H 4.862 -3.041 0.159 0.099
```

E_HOMO   -0.2792 Eh
Spin multiplicity   1
DFT total energy   -33357.984 eV
Largest force on an atom   0.01672 hartree/bohr
Energy above the lowest of the compared OMol25 structures with the same formula, charge and spin   117.0 kJ/mol
SMILES   CCCN(CCC)CCNC(=O)c1cn(C)c(=O)c2c1c1ccccc1n2C



A 11-piece molecular cluster, C69H154N6O11 overall at a distorted geometry. Source: the OMol25 dataset; level of theory: ωB97M-V/def2-TZVPD.

Structure (XYZ):
```
240
Properties=species:S:1:pos:R:3:lowdin_charge:R:1
C 17.641 -14.810 24.288 -0.017
C 18.173 -13.471 24.865 -0.431
C 17.514 -13.115 26.276 0.016
C 19.649 -13.731 25.033 -0.159
C 20.460 -12.487 25.171 -0.183
C 20.239 -11.454 24.066 -0.086
C 18.683 -11.155 24.006 -0.452
C 18.246 -10.167 25.130 -0.001
C 18.538 -10.419 22.603 -0.019
N 17.992 -12.413 23.791 -0.042
O 16.585 -12.067 23.715 -0.074
H 16.545 -14.839 24.161 0.076
H 18.070 -14.889 23.349 0.050
H 17.857 -15.708 24.859 0.057
H 18.184 -12.546 27.047 0.083
H 16.732 -12.332 26.044 0.078
H 17.129 -14.053 26.701 0.069
H 19.747 -14.550 25.768 0.106
H 19.983 -14.189 24.061 0.115
H 20.325 -11.964 26.080 0.073
H 21.471 -12.847 25.130 0.080
H 20.440 -11.979 23.093 0.106
H 20.835 -10.557 24.209 0.102
H 18.647 -9.209 24.800 0.074
H 18.714 -10.468 26.145 0.100
H 17.170 -10.066 25.279 0.051
H 18.954 -10.961 21.805 0.047
H 18.971 -9.479 22.710 0.044
H 17.486 -10.349 22.367 0.069
H 16.336 -12.413 22.829 0.077
C 18.845 -6.956 16.666 -0.068
C 18.733 -7.239 18.097 -0.454
C 18.038 -8.610 18.307 -0.043
C 20.194 -7.208 18.718 -0.135
C 20.178 -7.290 20.205 -0.229
C 19.476 -6.068 20.751 -0.122
C 17.962 -6.097 20.328 -0.513
C 17.239 -7.143 21.142 -0.040
C 17.301 -4.731 20.633 -0.050
N 17.907 -6.102 18.839 -0.026
O 16.537 -6.446 18.586 -0.074
H 19.149 -5.948 16.450 0.087
H 19.550 -7.641 16.237 0.086
H 17.932 -7.194 16.148 0.082
H 16.992 -8.517 18.566 0.076
H 18.128 -9.197 17.393 0.080
H 18.462 -9.298 19.040 0.054
H 20.773 -8.071 18.316 0.129
H 20.616 -6.214 18.383 0.136
H 19.730 -8.233 20.614 0.111
H 21.196 -7.318 20.538 0.090
H 19.910 -5.118 20.293 0.141
H 19.624 -6.171 21.806 0.100
H 17.368 -7.048 22.188 0.073
H 17.634 -8.110 20.813 0.057
H 16.179 -7.199 20.946 0.083
H 17.991 -3.938 20.218 0.090
H 17.234 -4.477 21.731 0.095
H 16.295 -4.650 20.235 0.069
H 16.200 -5.936 17.860 0.098
C 22.444 -16.827 19.069 -0.045
C 22.063 -15.347 19.286 -0.463
C 21.106 -14.911 18.146 -0.038
C 21.335 -15.259 20.671 -0.113
C 21.265 -13.843 21.258 -0.183
C 22.619 -13.171 21.308 -0.100
C 23.440 -13.208 19.931 -0.523
C 22.927 -12.076 19.040 -0.023
C 24.899 -12.976 20.227 -0.041
N 23.343 -14.531 19.333 -0.108
O 23.917 -14.456 18.066 -0.038
H 21.598 -17.477 19.326 0.084
H 22.707 -16.890 18.007 0.074
H 23.332 -17.176 19.626 0.090
H 21.562 -15.042 17.135 0.086
H 20.232 -15.577 18.094 0.084
H 20.847 -13.842 18.163 0.063
H 20.228 -15.442 20.551 0.116
H 21.693 -16.068 21.333 0.112
H 20.563 -13.291 20.624 0.103
H 20.793 -13.828 22.197 0.060
H 23.267 -13.696 22.042 0.114
H 22.687 -12.107 21.618 0.098
H 23.146 -11.105 19.493 0.084
H 21.878 -12.225 18.863 0.054
H 23.356 -12.186 18.061 0.076
H 25.214 -13.751 20.878 0.066
H 24.960 -11.971 20.769 0.103
H 25.579 -12.960 19.389 0.079
H 24.447 -15.280 17.993 0.123
C 17.445 -13.953 20.328 -0.019
C 16.761 -13.108 19.252 -0.526
C 17.717 -11.930 18.871 -0.018
C 16.522 -13.925 18.020 -0.153
C 15.427 -15.020 18.149 -0.170
C 14.110 -14.321 18.492 -0.144
C 14.262 -13.407 19.729 -0.463
C 13.050 -12.435 19.758 -0.023
C 14.242 -14.394 20.934 -0.017
N 15.464 -12.556 19.636 -0.049
O 15.653 -11.963 20.930 -0.040
H 16.936 -14.828 20.694 0.073
H 18.360 -14.319 19.896 0.058
H 17.785 -13.285 21.126 0.070
H 17.050 -11.191 18.393 0.082
H 18.274 -11.514 19.772 0.076
H 18.525 -12.278 18.170 0.095
H 16.341 -13.379 17.116 0.115
H 17.486 -14.498 17.918 0.126
H 15.515 -15.620 17.206 0.118
H 15.739 -15.789 18.985 0.129
H 13.251 -14.982 18.572 0.122
H 13.953 -13.686 17.615 0.115
H 12.739 -12.109 18.763 0.076
H 13.075 -11.508 20.351 0.072
H 12.155 -12.973 20.121 0.077
H 14.441 -13.957 21.871 0.040
H 14.875 -15.244 20.724 0.059
H 13.217 -14.753 20.971 0.082
H 15.301 -11.093 20.952 0.084
C 19.582 -16.452 27.944 -0.012
C 18.271 -17.257 28.234 -0.482
C 18.696 -18.512 29.033 -0.026
C 17.395 -16.379 29.173 -0.131
C 15.998 -16.985 29.287 -0.171
C 15.383 -17.093 27.871 -0.131
C 16.207 -17.972 26.886 -0.477
C 16.095 -19.470 27.205 -0.032
C 15.557 -17.844 25.450 -0.012
N 17.562 -17.433 26.990 -0.104
O 18.353 -18.203 26.163 -0.050
H 20.310 -17.004 27.335 0.070
H 19.298 -15.626 27.315 0.048
H 20.011 -16.125 28.870 0.082
H 19.296 -18.178 29.865 0.071
H 17.939 -19.179 29.444 0.066
H 19.377 -19.190 28.408 0.109
H 17.894 -16.329 30.121 0.108
H 17.264 -15.367 28.752 0.110
H 16.006 -17.965 29.704 0.082
H 15.305 -16.371 29.941 0.128
H 15.283 -16.092 27.445 0.097
H 14.359 -17.555 27.962 0.132
H 16.933 -20.000 26.728 0.096
H 15.148 -19.876 26.887 0.082
H 16.136 -19.651 28.218 0.032
H 14.465 -17.727 25.546 0.075
H 15.708 -18.783 24.837 0.096
H 15.975 -16.991 24.937 0.047
H 18.630 -17.605 25.445 0.071
C 10.113 -13.678 23.013 -0.017
C 10.676 -12.587 23.977 -0.515
C 10.720 -11.290 23.207 -0.046
C 9.759 -12.392 25.139 -0.150
C 10.005 -13.517 26.140 -0.162
C 11.464 -13.313 26.549 -0.130
C 12.433 -13.667 25.382 -0.511
C 13.897 -13.523 25.933 -0.010
C 12.285 -15.155 24.939 -0.007
N 12.098 -12.720 24.387 -0.121
O 13.024 -12.819 23.324 -0.041
H 9.889 -14.650 23.479 0.068
H 9.257 -13.340 22.458 0.076
H 10.870 -13.941 22.240 0.083
H 11.212 -10.521 23.833 0.088
H 11.258 -11.381 22.247 0.081
H 9.729 -10.896 22.996 0.087
H 9.911 -11.402 25.619 0.134
H 8.775 -12.432 24.658 0.127
H 9.350 -13.411 27.007 0.111
H 9.828 -14.492 25.711 0.098
H 11.689 -13.903 27.463 0.123
H 11.658 -12.260 26.811 0.121
H 13.863 -14.164 26.852 0.087
H 14.054 -12.500 26.176 0.055
H 14.710 -13.934 25.341 0.062
H 11.343 -15.315 24.452 0.036
H 12.433 -15.829 25.817 0.097
H 13.077 -15.281 24.199 0.079
H 13.646 -12.054 23.375 0.061
C 21.512 -11.539 29.055 -0.049
C 20.577 -12.691 29.278 -0.480
C 19.208 -12.470 29.862 -0.045
O 20.495 -13.566 28.135 -0.077
H 21.149 -10.883 28.241 0.085
H 22.490 -11.850 28.765 0.064
H 21.700 -10.944 29.951 0.084
H 21.090 -13.359 30.007 0.141
H 18.745 -13.390 29.869 0.043
H 18.583 -11.676 29.420 0.092
H 19.351 -12.086 30.891 0.097
H 19.631 -13.383 27.783 0.010
C 23.476 -9.404 22.638 -0.055
C 23.417 -8.276 23.646 -0.475
C 22.059 -7.671 23.918 -0.028
O 23.926 -8.710 24.929 -0.076
H 23.012 -10.333 22.926 0.053
H 24.501 -9.608 22.271 0.089
H 22.925 -9.178 21.745 0.064
H 24.026 -7.565 23.249 0.095
H 21.323 -8.429 23.998 0.039
H 21.734 -7.051 23.058 0.083
H 22.070 -7.143 24.865 0.087
H 24.795 -9.216 24.772 0.125
C 24.671 -16.591 24.894 -0.048
C 23.810 -15.848 25.926 -0.501
C 23.528 -14.417 25.652 -0.068
O 22.552 -16.535 25.986 -0.093
H 25.005 -17.606 25.188 0.083
H 25.588 -15.997 24.785 0.070
H 24.264 -16.700 23.822 0.102
H 24.253 -15.861 26.928 0.137
H 23.043 -14.465 24.638 0.088
H 24.586 -13.920 25.512 0.123
H 22.979 -13.817 26.377 0.068
H 22.017 -16.143 26.716 0.089
C 21.020 -19.179 25.024 -0.076
C 20.775 -18.328 23.832 -0.511
C 19.893 -19.086 22.818 -0.047
O 20.125 -17.120 24.217 -0.091
H 21.669 -20.017 24.688 0.092
H 20.067 -19.619 25.340 0.075
H 21.582 -18.731 25.874 0.079
H 21.725 -18.138 23.387 0.116
H 19.878 -18.532 21.800 0.091
H 18.858 -19.329 23.082 0.077
H 20.437 -20.024 22.535 0.085
H 20.911 -16.563 24.535 0.102
C 15.059 -7.989 24.410 -0.084
C 14.145 -8.908 25.138 -0.450
C 14.087 -10.282 24.351 -0.053
O 14.744 -9.259 26.391 -0.039
H 15.220 -6.997 24.896 0.097
H 14.548 -7.801 23.449 0.084
H 16.054 -8.446 24.177 0.075
H 13.207 -8.325 25.188 0.141
H 13.257 -10.853 24.736 0.045
H 15.042 -10.767 24.418 0.055
H 13.774 -10.040 23.317 0.095
H 14.157 -9.869 26.800 0.062
```

E_HOMO   -0.3011 Eh
Spin multiplicity   1
DFT total energy   -105503.565 eV
Largest force on an atom   0.07672 hartree/bohr
Energy above the lowest of the compared OMol25 structures with the same formula, charge and spin   392.1 kJ/mol
SMILES   CC1(C)CCCC(C)(C)N1O.CC1(C)CCCC(C)(C)N1O.CC1(C)CCCC(C)(C)N1O.CC1(C)CCCC(C)(C)N1O.CC1(C)CCCC(C)(C)N1O.CC1(C)CCCC(C)(C)N1O.CC(C)O.CC(C)O.CC(C)O.CC(C)O.CC(C)O



A 3-piece molecular cluster, C30H59N2O6P overall at a distorted geometry. Source: the OMol25 dataset; level of theory: ωB97M-V/def2-TZVPD.

Structure (XYZ):
```
98
Properties=species:S:1:pos:R:3:lowdin_charge:R:1
H 1.171 -0.912 -6.967 0.026
N 1.813 -1.731 -6.890 0.026
C 2.760 -1.519 -5.891 -0.198
C 2.724 -0.085 -5.031 -0.289
P 2.839 -0.320 -3.141 0.772
C 1.364 0.925 -2.985 -0.317
C 1.073 1.428 -1.456 -0.333
C 2.115 1.414 -0.192 -0.097
N -0.222 1.884 -1.182 0.067
H -0.251 2.136 -0.148 0.023
C 2.001 -1.647 -2.079 -0.266
C 0.744 -2.453 -2.721 -0.116
C -0.073 -2.165 -4.101 -0.028
C -1.324 -3.119 -4.625 -0.055
C -1.815 -4.429 -3.760 -0.070
C -1.033 -4.720 -2.341 -0.048
C 0.208 -3.771 -1.837 -0.127
C 0.899 -4.179 -0.370 -0.102
C 4.516 -1.305 -3.256 -0.475
C 5.599 -0.574 -4.302 -0.152
C 5.327 -1.276 -1.791 -0.216
C 5.669 -2.837 -1.354 -0.251
C 5.108 -3.164 0.183 -0.145
H 3.546 -2.376 -5.695 0.110
H 3.450 0.729 -5.481 0.109
H 1.629 0.343 -5.241 0.072
H 3.627 0.693 -2.421 0.058
H 1.685 1.889 -3.611 0.110
H 0.385 0.503 -3.460 0.075
H 2.981 0.604 -0.311 0.047
H 2.546 2.486 -0.005 0.090
H 1.525 1.106 0.779 0.085
H 1.647 -1.259 -1.006 0.119
H 2.824 -2.475 -1.825 0.082
H 0.217 -1.242 -4.752 0.045
H -1.831 -2.837 -5.645 0.080
H -2.675 -5.160 -4.097 0.083
H -1.392 -5.637 -1.697 0.087
H 0.816 -5.322 -0.129 0.082
H 1.974 -3.739 -0.233 0.043
H 0.217 -3.627 0.439 0.091
H 4.273 -2.395 -3.612 0.090
H 5.402 0.602 -4.270 0.083
H 5.470 -0.981 -5.411 0.072
H 6.719 -0.843 -3.999 0.085
H 4.569 -0.865 -0.995 0.068
H 6.305 -0.608 -1.867 0.117
H 6.832 -3.050 -1.461 0.110
H 5.141 -3.642 -2.046 0.101
H 4.009 -2.732 0.236 0.051
H 4.985 -4.343 0.305 0.085
H 5.846 -2.691 0.960 0.080
C 1.049 6.268 3.691 -0.110
O -0.320 5.888 3.714 -0.206
C -0.857 5.629 2.420 -0.181
C -1.682 4.335 2.409 -0.172
O -0.929 3.126 2.562 -0.156
C -0.311 2.902 3.836 -0.162
C -1.279 2.688 5.006 -0.179
O -1.944 3.903 5.347 -0.204
C -3.334 3.731 5.591 -0.105
H 1.136 7.326 3.417 0.088
H 1.458 6.123 4.694 0.089
H 1.628 5.650 2.997 0.084
H -0.066 5.556 1.659 0.123
H -1.508 6.472 2.165 0.126
H -2.156 4.258 1.422 0.122
H -2.502 4.373 3.125 0.110
H 0.416 3.686 4.052 0.108
H 0.271 1.981 3.717 0.124
H -0.715 2.370 5.887 0.125
H -1.991 1.897 4.747 0.115
H -3.796 3.075 4.845 0.082
H -3.813 4.712 5.517 0.092
H -3.488 3.333 6.594 0.086
C -7.041 -1.698 2.365 -0.111
O -5.938 -0.821 2.540 -0.206
C -5.132 -1.142 3.669 -0.187
C -3.638 -1.101 3.316 -0.174
O -3.187 -2.142 2.441 -0.130
C -3.664 -2.107 1.089 -0.167
C -3.182 -0.915 0.254 -0.178
O -3.800 0.295 0.688 -0.201
C -2.894 1.387 0.773 -0.120
H -7.849 -1.420 3.051 0.087
H -7.394 -1.598 1.336 0.089
H -6.755 -2.743 2.524 0.085
H -5.377 -2.134 4.074 0.122
H -5.339 -0.391 4.439 0.121
H -3.079 -1.244 4.249 0.124
H -3.339 -0.124 2.942 0.102
H -4.750 -2.204 1.064 0.107
H -3.273 -3.017 0.621 0.122
H -3.467 -1.067 -0.790 0.127
H -2.090 -0.852 0.309 0.119
H -1.947 1.090 1.236 0.072
H -3.350 2.155 1.405 0.082
H -2.717 1.801 -0.221 0.076
```

E_HOMO   -0.3020 Eh
Spin multiplicity   1
DFT total energy   -56600.741 eV
Largest force on an atom   0.11715 hartree/bohr
SMILES   [H]/N=C\C[PH](C/C(C)=N/[H])(Cc1ccccc1C)[C@@H](C)CCC.COCCOCCOC.COCCOCCOC



Number 1: Kohn-Sham gap 8.05 eV, LUMO energy 0.5 eV. Number 2: Kohn-Sham gap 8.74 eV, LUMO energy 0.5 eV. Number 3: Kohn-Sham gap 8.50 eV, LUMO energy 0.3 eV.